Record 1
Density functional theory data (wB97M-V/def2-TZVPD) for C29H35Cl2N3O4S2Zr as an isolated structure at a distorted geometry.

Results
E_tot = -3354.72911 hartree
net charge = +2
multiplicity = 1
frontier orbital gap = 7.45 eV
LUMO level = -5.31 eV
HOMO = -12.8 eV
energy above the lowest of the compared OMol25 structures with the same formula, charge and spin = 0.9708 eV
F_max = 2.3 eV/Å

Geometry as XYZ:
```
76
C29H35Cl2N3O4S2Zr, DFT wB97M-V/def2-TZVPD
Zr -0.07 1.36 0.19
C 1.31 4.24 -0.56
C 0.94 4.69 0.85
N 0.24 3.60 1.56
C 0.65 3.48 2.97
C 1.99 2.76 3.11
S 2.03 1.20 2.15
C 3.37 1.52 0.95
C 3.16 2.77 0.11
N 1.81 2.84 -0.50
H 2.05 4.91 -1.00
H 0.42 4.26 -1.18
H 0.33 5.59 0.78
H 1.83 4.97 1.42
H -0.75 3.83 1.54
H -0.11 2.91 3.51
H 0.73 4.46 3.45
H 2.16 2.50 4.15
H 2.82 3.38 2.77
H 3.36 0.63 0.32
H 4.31 1.57 1.49
H 3.94 2.80 -0.65
H 3.31 3.66 0.73
H 1.90 2.50 -1.45
Cl -0.45 2.15 -2.40
C -2.18 2.34 -2.62
C -2.69 2.29 -3.90
C -4.05 2.49 -4.07
C -4.87 2.73 -2.98
C -4.33 2.76 -1.70
Cl -5.36 3.05 -0.35
C -2.95 2.56 -1.49
S -2.27 2.63 0.11
H -2.05 2.11 -4.75
H -4.47 2.46 -5.06
H -5.93 2.89 -3.11
C -1.03 -4.73 1.20
N 0.02 -3.72 1.54
C 0.45 -3.79 2.97
C -0.30 -2.33 1.05
C -1.18 -1.41 1.88
C -2.18 -1.92 2.70
C -2.95 -1.09 3.50
C -2.70 0.26 3.49
C -1.73 0.77 2.63
C -0.94 -0.02 1.77
H -0.68 -5.72 1.49
H -1.21 -4.71 0.13
H -1.95 -4.52 1.73
H 0.83 -3.99 0.99
H -0.37 -3.52 3.62
H 1.28 -3.10 3.12
H 0.78 -4.81 3.20
H -0.74 -2.46 0.07
H 0.67 -1.84 0.94
H -2.40 -2.98 2.74
H -3.73 -1.51 4.12
H -3.27 0.93 4.12
H -1.60 1.85 2.65
O 1.33 0.11 -0.75
C 0.42 -0.62 -1.30
O -0.78 -0.28 -1.09
C 0.78 -1.81 -2.08
C -0.18 -2.45 -2.85
C 0.12 -3.61 -3.56
C 1.40 -4.10 -3.44
O 1.93 -5.20 -4.00
C 3.30 -5.26 -3.60
O 3.52 -4.17 -2.70
C 2.37 -3.47 -2.65
C 2.09 -2.32 -1.97
H -1.18 -2.03 -2.91
H -0.61 -4.11 -4.18
H 3.95 -5.16 -4.47
H 3.49 -6.21 -3.09
H 2.84 -1.80 -1.39
```

***

Record 2
Density functional theory data (wB97M-V/def2-TZVPD) for C29H35F5N4P2Ti as an isolated structure at a distorted geometry.

Results
E_tot = -3376.32320 hartree
net charge = 0
multiplicity = 3
frontier orbital gap (alpha / beta) = 6.54 / 7.20 eV
LUMO level (alpha / beta) = -0.12 / -0.57 eV
HOMO (alpha / beta) = -6.7 / -7.8 eV
⟨S²⟩ = 2.022
energy above the lowest of the compared OMol25 structures with the same formula, charge and spin = 0.0000 eV
F_max = 4.0 eV/Å

Geometry as XYZ:
```
76
C29H35F5N4P2Ti, DFT wB97M-V/def2-TZVPD
Ti 0.40 0.67 2.11
C 1.92 -4.08 -2.11
C 1.91 -2.90 -2.72
C 1.04 -2.57 -3.88
C -0.42 -3.11 -3.85
C -1.07 -3.07 -2.49
C -1.00 -4.07 -1.60
C -0.30 -5.36 -1.93
C 1.11 -5.28 -2.51
C -1.18 1.97 3.08
H 2.56 -4.30 -1.26
H 2.65 -2.12 -2.50
H 1.53 -2.92 -4.80
H 0.99 -1.48 -3.97
H -1.01 -2.47 -4.53
H -0.42 -4.13 -4.25
H -1.64 -2.15 -2.30
H -1.56 -4.04 -0.66
H -0.93 -5.94 -2.61
H -0.26 -5.95 -1.01
H 1.65 -6.17 -2.18
H 1.06 -5.31 -3.60
H -0.68 2.16 4.04
H -2.24 1.77 3.33
H -1.14 2.91 2.52
P -1.66 1.05 0.71
P 1.10 1.77 0.20
N -2.78 -0.15 1.28
N -2.91 2.46 0.37
N 2.12 0.27 0.49
N 2.51 2.75 -0.15
C -1.16 0.63 -0.99
C 0.17 1.39 -1.33
C -2.59 -0.82 2.50
C -3.51 -1.85 2.58
C -4.29 -1.83 1.38
C -3.83 -0.77 0.60
C -3.75 3.08 1.30
C -4.59 3.98 0.64
C -4.24 3.93 -0.75
C -3.18 3.03 -0.87
C 2.13 -0.45 1.76
C 2.63 -1.74 1.47
C 2.81 -1.84 0.10
C 2.51 -0.61 -0.49
C 3.62 2.42 -0.92
C 4.40 3.56 -1.07
C 3.75 4.63 -0.38
C 2.58 4.11 0.17
H -1.93 0.94 -1.73
H -1.07 -0.48 -1.04
H 0.81 0.77 -1.99
H -0.02 2.38 -1.80
H -1.87 -0.45 3.23
H -3.61 -2.53 3.41
H -5.10 -2.49 1.14
H -4.14 -0.40 -0.36
H -3.62 2.92 2.36
H -5.38 4.56 1.08
H -4.72 4.45 -1.56
H -2.56 2.81 -1.72
H 2.37 0.14 2.66
H 2.90 -2.49 2.20
H 3.10 -2.72 -0.46
H 2.54 -0.31 -1.53
H 3.75 1.41 -1.27
H 5.32 3.61 -1.63
H 4.08 5.65 -0.31
H 1.81 4.56 0.78
F 2.90 2.18 2.69
C 1.60 2.26 3.25
F 1.21 3.60 2.98
C 1.67 2.14 4.79
F 1.51 0.88 5.32
F 2.88 2.58 5.21
F 0.73 2.95 5.36
```

***

Record 3
Density functional theory data (wB97M-V/def2-TZVPD) for C29H35F5OPPtSi2Te as an isolated structure at a distorted geometry.

Results
E_tot = -3008.37515 hartree
net charge = -1
multiplicity = 3
frontier orbital gap (alpha / beta) = 6.20 / 7.63 eV
LUMO level (alpha / beta) = 2.33 / 2.20 eV
HOMO (alpha / beta) = -3.9 / -5.4 eV
⟨S²⟩ = 2.016
F_max = 4.5 eV/Å

Geometry as XYZ:
```
75
C29H35F5OPPtSi2Te, DFT wB97M-V/def2-TZVPD
Pt 10.41 13.22 9.08
C 8.70 7.32 10.58
C 7.87 8.44 10.77
C 8.04 9.61 10.06
C 9.09 9.69 9.09
C 9.88 8.54 8.92
C 9.74 7.37 9.71
P 9.40 11.20 8.16
C 7.87 11.26 7.13
C 7.41 12.50 6.67
C 6.21 12.50 5.92
C 5.52 11.33 5.64
C 6.13 10.15 5.97
C 7.25 10.07 6.77
C 10.87 10.72 7.13
C 10.83 9.87 6.04
C 11.98 9.52 5.31
C 13.15 10.18 5.67
C 13.25 11.16 6.67
C 14.43 11.79 7.09
C 14.46 12.68 8.13
C 13.29 13.04 8.86
C 12.13 12.36 8.48
C 12.07 11.41 7.45
H 8.51 6.44 11.17
H 7.08 8.28 11.55
H 7.31 10.45 10.11
H 10.59 8.52 8.13
H 10.44 6.55 9.53
H 7.95 13.42 6.92
H 5.72 13.46 5.70
H 4.55 11.33 5.16
H 5.62 9.20 5.71
H 7.76 9.13 7.03
H 9.86 9.50 5.70
H 11.98 8.85 4.44
H 14.03 9.98 5.04
H 15.37 11.64 6.61
H 15.41 13.17 8.34
H 13.22 13.75 9.65
F 10.32 16.48 5.39
Te 10.74 15.98 7.12
F 11.37 15.39 9.20
F 9.05 16.16 8.05
F 10.89 17.82 7.61
F 12.67 16.04 6.73
O 10.28 13.99 7.06
C 8.81 13.19 13.64
Si 8.95 13.68 11.78
C 7.30 13.57 10.98
C 9.58 15.43 11.73
C 10.21 12.45 10.95
Si 11.59 11.46 11.85
C 12.18 9.87 10.93
C 10.74 10.66 13.34
C 12.99 12.60 12.54
H 8.01 13.83 14.07
H 9.72 13.49 14.16
H 8.62 12.10 13.74
H 7.63 13.77 9.94
H 6.63 14.40 11.27
H 6.81 12.60 11.08
H 8.98 15.90 12.51
H 9.34 15.85 10.76
H 10.65 15.57 11.88
H 9.64 11.49 10.86
H 13.09 9.33 11.34
H 12.40 10.02 9.88
H 11.36 9.15 10.95
H 9.87 10.19 12.90
H 10.56 11.32 14.20
H 11.39 9.85 13.65
H 13.76 12.83 11.77
H 13.41 12.19 13.49
H 12.59 13.56 12.84
```

***

Record 4
Density functional theory data (wB97M-V/def2-TZVPD) for a 3-piece molecular cluster, C29H35F9N4O6PS2 overall at a distorted geometry.

Results
E_tot = -3832.18967 hartree
net charge = +1
multiplicity = 1
frontier orbital gap = 6.82 eV
LUMO level = -4.87 eV
HOMO = -11.7 eV
F_max = 7.2 eV/Å

Geometry as XYZ:
```
86
C29H35F9N4O6PS2, DFT wB97M-V/def2-TZVPD
C 1.97 -2.48 0.51
C 2.04 -1.18 0.79
N 1.73 0.16 1.32
C 1.32 1.12 0.27
N -0.09 1.22 -0.28
C -0.93 1.51 0.93
C -2.10 2.60 0.71
C -1.89 3.58 -0.56
C -3.27 4.32 -0.85
C -3.28 5.88 -1.14
F -4.17 6.50 -0.16
F -4.02 6.06 -2.40
C -1.90 6.65 -1.37
F -0.94 5.98 -2.22
F -2.25 7.86 -2.13
S -0.99 7.28 0.13
F -0.26 8.46 -0.88
F -2.16 8.46 0.48
F -1.65 6.15 1.18
F 0.40 6.32 -0.18
F -0.12 7.89 1.46
N -0.39 0.01 -0.90
C -1.85 -0.18 -1.17
C -2.57 -1.41 -0.36
O -2.59 0.53 -1.91
C 0.32 -0.11 -2.24
C 1.43 -1.26 -2.55
O 0.06 0.67 -3.23
N 2.29 1.95 -0.18
C 3.68 1.84 0.47
C 4.69 3.04 0.04
C 5.62 2.68 -1.27
C 5.81 4.09 -2.06
P 1.92 3.14 -1.50
S 2.73 2.60 -3.22
H 1.82 -3.56 0.12
H 1.10 0.14 2.14
H -1.34 0.55 1.46
H -0.20 1.97 1.72
H -2.27 3.27 1.66
H -3.09 2.00 0.56
H -1.63 2.92 -1.48
H -0.98 4.24 -0.34
H -3.78 3.76 -1.74
H -3.98 4.12 0.05
H -3.53 -0.96 0.13
H -1.87 -1.66 0.54
H -2.77 -2.33 -1.02
H 2.42 -1.01 -1.98
H 1.72 -1.33 -3.66
H 1.05 -2.31 -2.20
H 4.16 0.86 0.09
H 3.62 1.89 1.63
H 4.20 4.08 -0.03
H 5.46 3.12 0.92
H 6.67 2.36 -0.91
H 5.18 1.83 -1.91
H 6.85 4.11 -2.56
H 5.00 4.31 -2.85
H 5.78 4.97 -1.29
H 2.41 4.46 -1.20
H 0.52 3.26 -1.75
C -2.97 -6.48 -0.09
C -2.23 -5.38 0.04
C -1.24 -5.00 -0.99
O -0.56 -3.99 -0.87
C -1.10 -5.89 -2.16
C -1.84 -6.99 -2.29
C -2.83 -7.37 -1.26
O -3.51 -8.37 -1.38
H -3.71 -6.77 0.65
H -2.32 -4.72 0.89
H -0.37 -5.59 -2.90
H -1.75 -7.65 -3.14
C -1.95 -7.16 4.18
C -1.22 -8.05 4.84
C 0.23 -7.86 5.03
O 0.90 -8.68 5.64
C 0.84 -6.64 4.47
C 0.11 -5.74 3.80
C -1.34 -5.93 3.61
O -2.02 -5.11 3.01
H -3.02 -7.28 4.03
H -1.65 -8.95 5.26
H 1.91 -6.52 4.62
H 0.54 -4.84 3.38
```

***

Record 5
Density functional theory data (wB97M-V/def2-TZVPD) for C29H35N10O4STi as an isolated structure at a distorted geometry.

Results
E_tot = -3221.51019 hartree
net charge = +3
multiplicity = 1
frontier orbital gap = 5.46 eV
LUMO level = -9.93 eV
HOMO = -15.4 eV
F_max = 2.7 eV/Å

Geometry as XYZ:
```
80
C29H35N10O4STi, DFT wB97M-V/def2-TZVPD
Ti -0.51 0.05 0.17
O 2.66 3.03 0.04
C 1.83 4.10 0.25
C 2.40 5.36 0.17
C 1.62 6.48 0.39
C 0.26 6.37 0.70
C -0.31 5.13 0.80
C 0.46 3.96 0.59
C -0.18 2.69 0.73
O 0.47 1.54 0.50
N -1.45 2.59 1.11
N -1.83 1.31 1.06
C -3.05 0.91 1.18
C -3.28 -0.48 0.83
C -4.54 -1.04 0.74
C -4.69 -2.32 0.24
C -3.56 -3.02 -0.18
C -2.32 -2.41 -0.05
N -2.16 -1.18 0.47
H 2.13 2.27 -0.22
H 3.44 5.44 -0.09
H 2.07 7.46 0.30
H -0.34 7.26 0.85
H -1.36 5.02 1.03
H -3.86 1.59 1.41
H -5.40 -0.46 1.05
H -5.67 -2.78 0.17
H -3.63 -4.01 -0.60
H -1.43 -2.93 -0.38
N 2.53 0.63 2.46
C 2.81 -0.56 3.34
C 1.84 -0.53 4.52
C 0.40 -0.92 4.15
N -0.28 0.12 3.35
C 0.36 -2.23 3.37
C 1.29 -2.29 2.16
N 0.79 -1.54 0.93
C 2.71 -1.87 2.56
H 2.99 1.48 2.81
H 1.52 0.79 2.47
H 2.79 0.51 1.47
H 3.84 -0.46 3.70
H 1.85 0.45 5.00
H 2.20 -1.24 5.26
H -0.13 -1.07 5.10
H -0.31 0.99 3.89
H -1.26 -0.16 3.30
H -0.67 -2.44 3.05
H 0.64 -3.04 4.05
H 1.34 -3.34 1.85
H 0.35 -2.26 0.35
H 1.62 -1.27 0.39
H 3.37 -1.87 1.69
H 3.09 -2.65 3.23
N -3.75 -3.58 -5.45
C -3.01 -2.70 -4.76
C -1.60 -2.72 -4.84
C -0.85 -1.79 -4.16
C -1.49 -0.84 -3.37
C -2.88 -0.82 -3.25
C -3.63 -1.74 -3.93
S -0.58 0.34 -2.47
O -0.05 1.47 -3.14
O -1.49 0.71 -1.31
N 0.53 -0.41 -1.48
C 1.86 -0.24 -1.87
N 2.79 -0.13 -0.90
C 4.06 0.02 -1.33
C 4.41 0.08 -2.66
C 3.37 -0.08 -3.57
N 2.11 -0.27 -3.17
H -3.33 -4.19 -6.14
H -4.75 -3.48 -5.50
H -1.11 -3.46 -5.46
H 0.23 -1.78 -4.26
H -3.36 -0.05 -2.65
H -4.71 -1.72 -3.87
H 4.82 0.08 -0.56
H 5.43 0.23 -2.97
H 3.53 -0.07 -4.64
```

***

Record 6
Density functional theory data (wB97M-V/def2-TZVPD) for C29H36AsF3N3RhS2 as an isolated structure at a distorted geometry.

Results
E_tot = -4732.74187 hartree
net charge = +2
multiplicity = 1
frontier orbital gap (alpha / beta) = 5.86 / 5.87 eV
LUMO level (alpha / beta) = -7.90 / -7.90 eV
HOMO (alpha / beta) = -13.8 / -13.8 eV
F_max = 3.4 eV/Å

Geometry as XYZ:
```
75
C29H36AsF3N3RhS2, DFT wB97M-V/def2-TZVPD
Rh 0.22 0.04 0.18
C -3.08 0.93 -0.10
C -2.75 1.38 -1.49
C -3.46 2.41 -2.08
C -3.16 2.84 -3.37
C -2.11 2.25 -4.06
C -1.37 1.22 -3.50
C -0.20 0.63 -4.23
C -1.72 0.75 -2.22
N -0.99 -0.30 -1.67
C -1.11 -1.53 -2.04
C -2.19 -2.04 -2.94
C -0.09 -2.47 -1.55
C 0.17 -3.72 -2.32
N 0.53 -2.14 -0.48
C 1.46 -2.89 0.21
C 1.02 -3.90 1.10
C -0.44 -4.17 1.25
C 1.97 -4.62 1.80
C 3.32 -4.34 1.65
C 3.75 -3.31 0.82
C 2.83 -2.56 0.10
C 3.25 -1.44 -0.79
H -4.03 1.34 0.22
H -2.29 1.27 0.59
H -3.13 -0.15 -0.04
H -4.29 2.86 -1.55
H -3.74 3.61 -3.83
H -1.87 2.60 -5.05
H 0.09 1.27 -5.06
H -0.45 -0.35 -4.65
H 0.64 0.51 -3.55
H -3.00 -1.32 -3.00
H -2.57 -2.99 -2.58
H -1.80 -2.20 -3.94
H 0.17 -3.53 -3.39
H -0.60 -4.46 -2.11
H 1.13 -4.14 -2.03
H -0.99 -3.24 1.41
H -0.62 -4.84 2.08
H -0.85 -4.63 0.35
H 1.66 -5.40 2.47
H 4.05 -4.92 2.20
H 4.80 -3.10 0.72
H 4.25 -1.10 -0.55
H 2.54 -0.60 -0.72
H 3.26 -1.78 -1.83
F -0.64 -1.73 5.94
C -0.75 -0.56 5.29
F -1.95 -0.53 4.71
F -0.74 0.41 6.21
C 0.40 -0.39 4.33
C 1.66 -0.16 4.87
C 2.75 -0.01 4.02
C 2.54 -0.09 2.65
N 1.34 -0.29 2.13
C 0.28 -0.44 2.94
S -1.18 -0.65 2.03
H 1.78 -0.09 5.94
H 3.74 0.17 4.41
H 3.36 0.02 1.95
C -1.51 4.36 1.19
As 0.10 4.22 0.09
C -0.32 5.05 -1.62
C 1.46 5.30 0.97
S 0.94 2.27 -0.28
H -1.70 5.43 1.33
H -1.37 3.89 2.16
H -2.36 3.91 0.68
H -0.50 6.11 -1.45
H -1.21 4.59 -2.05
H 0.52 4.93 -2.32
H 1.13 6.34 1.00
H 2.41 5.24 0.43
H 1.62 4.95 2.00
```

***

Which formula does entry 1 have? C29H35Cl2N3O4S2Zr